Record 1
Below is 15 unconnected molecules or ions with the total composition C75H184F24N11O6P4, with properties calculated with wB97M-V/def2-TZVPD.

Calculated values
net charge	+7
E_LUMO	-13.9	eV
calculated total energy	-7781.99547	Eh

Each line ends with the Löwdin charge.
Positions of all 304 atoms, in Å:
C: -7.617 0.559 -8.893  -0.110
C: -6.677 0.078 -9.939  -0.258
C: -5.667 -1.015 -9.525  -0.158
C: -4.723 -0.513 -8.396  -0.080
N: -3.654 -1.557 -7.916  -0.229
C: -2.685 -1.062 -6.794  -0.093
C: -1.335 -1.742 -7.036  -0.142
C: -1.376 -2.343 -8.447  -0.116
C: -2.718 -1.963 -9.058  -0.083
C: -4.391 -2.726 -7.257  0.039
H: -7.082 0.919 -8.015  0.053
H: -8.328 -0.185 -8.534  0.089
H: -8.155 1.428 -9.270  0.091
H: -6.277 0.900 -10.533  0.122
H: -7.283 -0.463 -10.666  0.122
H: -5.110 -1.175 -10.448  0.119
H: -6.215 -1.924 -9.276  0.114
H: -5.236 -0.145 -7.508  0.120
H: -4.008 0.213 -8.783  0.127
H: -3.162 -1.116 -5.816  0.106
H: -2.621 0.012 -6.966  0.117
H: -1.192 -2.439 -6.209  0.080
H: -0.523 -1.017 -6.971  0.107
H: -1.225 -3.422 -8.393  0.129
H: -0.633 -1.846 -9.071  0.124
H: -3.216 -2.754 -9.619  0.145
H: -2.584 -1.140 -9.761  0.138
H: -4.784 -2.407 -6.292  0.095
H: -3.711 -3.560 -7.086  0.112
H: -5.221 -3.043 -7.889  0.100
C: 0.005 -1.669 -3.426  -0.072
C: 0.565 -2.067 -2.049  -0.212
C: 1.196 -0.844 -1.333  -0.150
C: 1.471 -1.161 0.227  -0.050
N: 1.918 0.100 1.074  -0.174
C: 2.060 -0.156 2.598  -0.060
C: 2.021 1.243 3.197  -0.165
C: 1.471 2.156 2.138  -0.147
C: 0.977 1.327 0.940  -0.045
C: 3.335 0.390 0.458  0.043
H: 0.648 -0.945 -3.928  0.050
H: -1.000 -1.249 -3.390  0.068
H: -0.102 -2.436 -4.193  0.058
H: 1.316 -2.857 -2.043  0.092
H: -0.198 -2.427 -1.359  0.082
H: 0.637 0.091 -1.316  0.086
H: 2.186 -0.731 -1.776  0.077
H: 2.279 -1.892 0.268  0.102
H: 0.610 -1.540 0.778  0.103
H: 2.829 -0.846 2.945  0.127
H: 1.117 -0.618 2.890  0.111
H: 3.020 1.585 3.468  0.101
H: 1.484 1.269 4.145  0.100
H: 2.132 2.984 1.880  0.095
H: 0.596 2.639 2.572  0.092
H: 0.994 1.777 -0.052  0.114
H: -0.042 0.947 1.014  0.119
H: 3.687 1.239 1.044  0.083
H: 3.241 0.609 -0.605  0.092
H: 4.049 -0.406 0.669  0.084
C: 2.291 -8.757 3.537  -0.096
C: 0.905 -8.242 3.719  -0.237
C: 0.532 -7.175 2.640  -0.184
C: 0.300 -7.746 1.264  -0.116
N: -0.160 -6.790 0.191  -0.171
C: -1.549 -6.218 0.435  -0.117
C: -2.515 -7.295 -0.026  -0.132
C: -1.848 -8.145 -1.145  -0.076
C: -0.405 -7.550 -1.112  -0.086
C: 0.894 -5.692 -0.052  -0.105
C: 2.286 -6.198 -0.394  -0.181
C: 3.091 -5.121 -1.199  -0.095
H: 2.558 -8.944 2.497  0.072
H: 2.372 -9.762 3.951  0.091
H: 2.916 -8.033 4.059  0.079
H: 0.878 -7.751 4.692  0.107
H: 0.180 -9.041 3.874  0.120
H: 1.132 -6.267 2.708  0.082
H: -0.458 -6.823 2.930  0.100
H: -0.435 -8.529 1.451  0.149
H: 1.180 -8.295 0.930  0.128
H: -1.567 -5.363 -0.241  0.102
H: -1.786 -5.757 1.393  0.116
H: -3.524 -6.943 -0.237  0.121
H: -2.630 -7.902 0.872  0.113
H: -2.213 -8.036 -2.166  0.105
H: -1.834 -9.190 -0.835  0.122
H: -0.220 -6.837 -1.915  0.105
H: 0.424 -8.239 -1.276  0.135
H: 0.940 -5.068 0.841  0.116
H: 0.547 -5.086 -0.890  0.109
H: 2.352 -7.062 -1.055  0.119
H: 2.819 -6.500 0.508  0.107
H: 3.031 -4.094 -0.837  0.037
H: 2.758 -4.991 -2.229  0.075
H: 4.136 -5.426 -1.255  0.073
C: 1.264 6.795 -7.985  -0.086
C: 1.555 6.543 -6.505  -0.266
C: 0.755 5.402 -5.867  -0.186
C: 0.979 5.225 -4.317  -0.042
N: -0.191 4.365 -3.652  -0.160
C: -1.543 5.046 -3.893  -0.087
C: -2.455 4.748 -2.715  -0.114
C: -1.489 4.385 -1.533  -0.134
C: -0.076 4.441 -2.118  -0.112
C: -0.184 2.871 -4.042  -0.060
C: 1.136 2.198 -3.671  -0.231
C: 1.937 1.555 -4.801  -0.061
H: 1.632 7.783 -8.261  0.094
H: 0.183 6.858 -8.108  0.076
H: 1.597 5.919 -8.541  0.083
H: 1.312 7.494 -6.031  0.112
H: 2.619 6.311 -6.463  0.118
H: 1.225 4.580 -6.407  0.104
H: -0.262 5.331 -6.253  0.107
H: 0.976 6.215 -3.859  0.130
H: 1.981 4.821 -4.170  0.120
H: -1.942 4.776 -4.871  0.139
H: -1.401 6.125 -3.845  0.148
H: -3.045 3.866 -2.965  0.090
H: -3.139 5.544 -2.420  0.129
H: -1.633 3.414 -1.059  0.072
H: -1.666 5.030 -0.672  0.108
H: 0.730 3.810 -1.743  0.092
H: 0.369 5.407 -1.881  0.122
H: -0.235 2.921 -5.129  0.130
H: -1.094 2.393 -3.679  0.108
H: 1.138 1.497 -2.837  0.077
H: 1.811 2.865 -3.134  0.083
H: 1.164 1.037 -5.369  0.071
H: 2.639 0.844 -4.367  0.055
H: 2.509 2.205 -5.462  0.091
C: -6.440 -0.261 6.858  -0.092
C: -6.106 -0.130 5.401  -0.284
C: -5.564 1.189 4.904  -0.195
C: -5.636 1.371 3.370  -0.019
N: -4.916 2.675 2.749  -0.159
C: -4.341 2.319 1.317  -0.046
C: -2.846 1.972 1.558  -0.145
C: -2.592 2.198 3.047  -0.148
C: -3.676 3.194 3.412  -0.132
C: -5.862 3.876 2.581  -0.132
C: -6.625 4.218 3.833  -0.233
C: -7.322 5.594 3.746  -0.062
H: -6.620 -1.275 7.214  0.092
H: -7.390 0.256 6.994  0.089
H: -5.793 0.261 7.563  0.077
H: -6.937 -0.457 4.775  0.123
H: -5.377 -0.919 5.222  0.096
H: -4.630 1.191 5.467  0.103
H: -6.113 1.998 5.387  0.110
H: -6.680 1.263 3.078  0.146
H: -5.148 0.567 2.819  0.103
H: -4.377 3.214 0.696  0.122
H: -4.992 1.546 0.907  0.126
H: -2.225 2.600 0.919  0.090
H: -2.733 0.898 1.415  0.078
H: -1.581 2.569 3.219  0.088
H: -2.776 1.301 3.638  0.110
H: -3.435 4.167 2.983  0.131
H: -3.834 3.279 4.487  0.131
H: -6.581 3.523 1.843  0.143
H: -5.286 4.690 2.139  0.132
H: -5.938 4.275 4.678  0.105
H: -7.377 3.461 4.057  0.119
H: -6.623 6.406 3.548  0.079
H: -7.815 5.839 4.687  0.094
H: -8.011 5.593 2.901  0.089
C: -2.504 -1.615 6.857  -0.021
C: -1.142 -2.304 6.768  -0.256
C: -0.693 -2.585 5.372  -0.210
O: 0.574 -3.214 5.260  -0.181
C: 0.879 -3.783 3.955  -0.057
N: -0.113 -1.316 7.392  0.229
H: -0.009 -1.242 8.394  0.174
H: 0.817 -1.406 7.010  0.146
H: -0.372 -0.417 7.013  0.142
H: -3.206 -2.434 6.705  0.112
H: -2.694 -0.870 6.085  0.083
H: -2.659 -1.323 7.896  0.103
H: -1.135 -3.161 7.441  0.174
H: -0.549 -1.711 4.736  0.120
H: -1.469 -3.181 4.891  0.133
H: 1.852 -4.269 4.026  0.066
H: 0.867 -3.109 3.098  0.067
H: 0.156 -4.596 3.888  0.089
C: -6.193 -2.864 -1.340  -0.008
C: -5.078 -2.290 -2.264  -0.247
C: -5.022 -0.720 -2.320  -0.125
O: -3.800 -0.415 -2.980  -0.217
C: -3.470 0.945 -3.171  -0.107
N: -3.773 -2.907 -1.803  0.218
H: -3.264 -3.329 -2.567  0.072
H: -3.137 -2.199 -1.466  0.105
H: -3.999 -3.584 -1.088  0.120
H: -7.200 -2.524 -1.582  0.101
H: -5.982 -2.615 -0.300  0.078
H: -6.160 -3.938 -1.525  0.100
H: -5.188 -2.761 -3.241  0.141
H: -5.163 -0.265 -1.339  0.123
H: -5.713 -0.315 -3.058  0.140
H: -4.260 1.635 -3.468  0.098
H: -2.733 0.961 -3.974  0.072
H: -3.004 1.352 -2.273  0.073
C: 2.531 8.513 1.476  -0.023
C: 2.103 7.614 2.660  -0.227
C: 0.625 7.136 2.614  -0.115
O: 0.536 6.206 3.705  -0.232
C: -0.715 5.712 3.950  -0.125
N: 3.099 6.383 2.700  0.245
H: 3.314 6.067 1.765  0.073
H: 3.965 6.695 3.116  0.163
H: 2.759 5.603 3.244  0.100
H: 2.403 8.113 0.470  0.085
H: 3.524 8.956 1.544  0.106
H: 1.796 9.314 1.565  0.100
H: 2.296 8.251 3.523  0.155
H: 0.486 6.510 1.732  0.126
H: -0.010 8.020 2.676  0.154
H: -1.021 5.084 3.113  0.072
H: -1.461 6.506 3.927  0.107
H: -0.766 5.212 4.918  0.092
C: 6.743 -1.811 -0.494  -0.020
C: 6.265 -2.546 -1.765  -0.278
C: 5.140 -1.833 -2.568  -0.185
O: 4.711 -2.632 -3.657  -0.170
C: 3.828 -1.893 -4.498  -0.058
N: 7.410 -2.910 -2.697  0.279
H: 8.122 -3.464 -2.244  0.182
H: 6.927 -3.462 -3.391  0.168
H: 7.847 -2.066 -3.039  0.178
H: 7.216 -0.904 -0.873  0.082
H: 7.363 -2.442 0.142  0.103
H: 5.969 -1.450 0.183  0.050
H: 5.759 -3.449 -1.424  0.138
H: 5.628 -0.913 -2.889  0.133
H: 4.253 -1.575 -1.988  0.113
H: 3.894 -2.097 -5.567  0.111
H: 4.159 -0.857 -4.564  0.079
H: 2.839 -2.082 -4.079  0.084
C: 7.844 0.021 5.840  -0.031
C: 6.914 0.114 4.687  -0.310
C: 7.528 0.740 3.388  -0.141
O: 6.482 0.922 2.463  -0.213
C: 6.849 1.471 1.278  -0.118
N: 6.313 -1.252 4.479  0.245
H: 5.783 -1.613 5.259  0.169
H: 5.805 -1.277 3.607  0.111
H: 7.050 -1.932 4.359  0.172
H: 7.331 -0.105 6.793  0.101
H: 8.410 0.945 5.956  0.107
H: 8.661 -0.696 5.753  0.115
H: 6.027 0.690 4.949  0.126
H: 8.335 0.120 2.998  0.150
H: 7.959 1.705 3.656  0.141
H: 7.633 0.932 0.745  0.100
H: 7.103 2.512 1.479  0.105
H: 5.974 1.544 0.632  0.081
C: 2.089 5.273 6.270  -0.035
C: 2.413 3.846 6.082  -0.306
C: 3.859 3.624 5.732  -0.197
O: 4.094 4.168 4.420  -0.200
C: 5.516 3.919 4.089  -0.009
N: 2.207 3.264 7.478  0.243
H: 2.755 3.675 8.220  0.183
H: 1.257 3.423 7.782  0.171
H: 2.409 2.278 7.566  0.165
H: 1.131 5.466 6.753  0.108
H: 2.239 5.933 5.415  0.086
H: 2.776 5.737 6.978  0.117
H: 1.732 3.377 5.371  0.147
H: 4.117 2.569 5.810  0.123
H: 4.463 4.170 6.456  0.148
H: 6.115 4.396 4.865  0.107
H: 5.736 4.356 3.115  0.094
H: 5.735 2.852 4.139  0.063
P: 3.687 4.681 -0.497  0.329
F: 2.202 4.883 0.154  -0.177
F: 3.150 5.247 -1.948  -0.159
F: 4.158 6.198 0.025  -0.168
F: 5.106 4.387 -1.343  -0.170
F: 4.359 4.122 0.922  -0.193
F: 3.202 3.161 -0.879  -0.185
P: -2.210 -5.225 -3.989  0.259
F: -3.156 -3.904 -4.170  -0.185
F: -3.390 -5.829 -2.964  -0.177
F: -3.083 -5.903 -5.207  -0.153
F: -1.296 -6.552 -3.928  -0.130
F: -1.107 -4.572 -5.027  -0.169
F: -1.433 -4.608 -2.709  -0.157
P: -2.596 -2.324 1.624  0.322
F: -3.007 -2.742 3.137  -0.142
F: -1.393 -3.456 1.681  -0.167
F: -3.771 -3.286 0.964  -0.151
F: -2.145 -1.897 0.092  -0.189
F: -3.722 -1.097 1.675  -0.191
F: -1.474 -1.221 2.131  -0.205
P: 4.394 -3.946 2.587  0.183
F: 4.952 -4.626 1.225  -0.141
F: 5.012 -2.518 2.173  -0.185
F: 2.993 -3.482 1.922  -0.163
F: 3.980 -3.242 3.978  -0.167
F: 3.743 -5.411 3.064  -0.163
F: 5.775 -4.417 3.254  -0.137

***

Record 2
Below is C4H7PS in the gas phase, with properties calculated with wB97M-V/def2-TZVPD.

Calculated values
net charge	0
E_LUMO (spin up / spin down)	-0.3 / -0.1	eV
calculated total energy	-896.02166	Eh
relative energy (zero: lowest compared OMol25 entry of this formula, charge and spin)	55.6	kcal per mole

Each line ends with the Löwdin charge.
Positions of all 13 atoms, in Å:
C: -1.197 -0.367 -0.042  -0.323
C: -0.529 0.929 0.586  -0.384
C: -0.332 -1.529 0.242  -0.474
C: 1.937 0.137 -0.418  -0.773
P: 1.035 1.613 -0.356  0.810
S: 1.319 -1.471 -0.090  0.913
H: -2.152 -0.644 0.374  0.098
H: -1.211 -0.099 -1.079  0.085
H: -1.090 1.816 0.356  0.031
H: -0.524 0.648 1.626  0.067
H: -0.614 -2.622 0.421  0.075
H: 2.999 0.184 -0.141  -0.019
H: 0.359 1.407 -1.479  -0.105

***

Record 3
Below is C4H9NO in the gas phase, with properties calculated with wB97M-V/def2-TZVPD.

Calculated values
net charge	0
E_LUMO	0.9	eV
SMILES	CC(=O)N(C)C
calculated total energy	-287.78729	Eh
relative energy (zero: lowest compared OMol25 entry of this formula, charge and spin)	28.3	kcal per mole

Each line ends with the Löwdin charge.
Positions of all 15 atoms, in Å:
C: -0.465 -0.755 1.249  -0.103
N: 0.501 0.119 0.611  -0.199
C: 1.541 -0.608 -0.099  -0.078
C: 0.032 1.195 -0.192  -0.497
O: 0.722 2.175 -0.370  0.090
C: -1.205 0.891 -1.005  -0.002
H: 0.053 -1.331 2.023  0.087
H: -1.228 -0.164 1.761  0.091
H: -0.952 -1.469 0.564  0.087
H: 2.002 -1.360 0.552  0.089
H: 2.317 0.087 -0.424  0.089
H: 1.122 -1.111 -1.004  0.093
H: -1.537 1.751 -1.589  0.086
H: -2.032 0.510 -0.404  0.071
H: -0.873 0.069 -1.673  0.097

***

Record 4
Below is a molecular structure, C4H6N2OS, with properties calculated with wB97M-V/def2-TZVPD.

Calculated values
net charge	0
E_LUMO	-0.3	eV
calculated total energy	-738.76600	Eh
relative energy (zero: lowest compared OMol25 entry of this formula, charge and spin)	149.8	kcal per mole

Each line ends with the Löwdin charge.
Positions of all 14 atoms, in Å:
C: -0.423 1.791 1.228  -0.425
C: -0.200 0.454 0.687  -0.655
C: -0.018 -1.998 -0.614  -0.230
C: 0.341 -0.961 -1.691  -0.480
H: 1.334 2.017 0.871  0.092
H: -1.215 1.653 2.153  0.179
H: -1.117 2.323 0.522  0.125
H: 0.258 -3.179 -0.977  0.157
H: 1.311 -1.358 -2.175  0.081
H: -0.536 -1.024 -2.803  0.190
N: -0.704 -0.686 1.209  0.004
N: -0.359 -1.894 0.691  -0.033
O: 0.712 2.339 1.617  -0.032
S: 0.617 0.522 -0.717  1.027

***

Record 5
Below is C3H6N4O5 in the gas phase, with properties calculated with wB97M-V/def2-TZVPD.

Calculated values
net charge	0
E_LUMO	-0.5	eV
SMILES	CC(NC(N)=O)([N+](=O)[O-])[N+](=O)[O-]
calculated total energy	-712.94743	Eh
relative energy (zero: lowest compared OMol25 entry of this formula, charge and spin)	18.7	kcal per mole

Each line ends with the Löwdin charge.
Positions of all 18 atoms, in Å:
C: 0.153 -0.609 -1.564  -0.509
C: -0.833 1.509 0.524  0.098
C: -0.166 -0.022 0.715  -0.313
N: 1.063 -0.546 -2.623  0.140
N: 0.724 -0.361 -0.265  0.131
N: 0.651 0.207 1.959  -0.339
N: -1.196 -1.149 0.982  -0.311
O: -1.019 -0.905 -1.761  0.075
O: 0.140 0.268 3.029  0.147
O: 1.842 0.408 1.767  0.081
O: -2.360 -0.815 1.186  0.102
O: -0.787 -2.274 1.046  0.129
H: 0.019 2.050 0.292  0.066
H: -1.391 1.243 -0.365  0.081
H: -1.391 1.702 1.386  0.066
H: 2.059 -0.229 -2.531  0.119
H: 0.858 -0.503 -3.621  0.110
H: 1.634 0.026 -0.157  0.127

***

Record 6
Below is 2 unconnected molecules or ions with the total composition C2H4NO2, with properties calculated with wB97M-V/def2-TZVPD.

Calculated values
net charge	+1
E_LUMO (spin up / spin down)	-8.0 / -8.0	eV
calculated total energy	-283.43394	Eh
relative energy (zero: lowest compared OMol25 entry of this formula, charge and spin)	76.7	kcal per mole

Each line ends with the Löwdin charge.
Positions of all 9 atoms, in Å:
C: -0.957 0.614 -0.055  -0.267
C: 0.041 -0.440 -0.003  -0.041
N: -4.228 0.395 0.006  0.396
O: -4.536 -0.632 0.099  0.387
O: -2.095 0.280 0.005  -0.004
H: -0.697 1.694 -0.343  0.167
H: 1.084 -0.152 0.540  0.157
H: 0.384 -0.612 -1.025  0.097
H: -0.397 -1.368 0.451  0.108

***

Record 7
Below is 2 unconnected molecules or ions with the total composition C9H10ClN, with properties calculated with wB97M-V/def2-TZVPD.

Calculated values
net charge	0
E_LUMO (spin up / spin down)	-1.0 / 0.0	eV
calculated total energy	-863.67989	Eh
relative energy (zero: lowest compared OMol25 entry of this formula, charge and spin)	123.1	kcal per mole

Each line ends with the Löwdin charge.
Positions of all 21 atoms, in Å:
C: -2.918 1.036 0.267  -0.075
C: -2.425 -0.020 1.020  -0.096
C: -2.105 1.437 -0.821  -0.073
C: -1.295 -0.715 0.709  -0.015
C: -0.978 0.651 -1.167  -0.111
C: -0.494 -0.358 -0.386  -0.435
C: 3.676 0.766 0.015  -0.112
C: 2.409 1.084 0.047  -0.681
C: 1.046 -2.110 -0.001  -0.123
N: 0.500 -1.080 -0.865  0.074
Cl: 1.282 2.190 -0.164  0.809
H: -3.817 1.617 0.636  0.124
H: -2.941 -0.225 1.892  0.081
H: -2.557 2.220 -1.442  0.102
H: -1.066 -1.494 1.329  0.073
H: -0.268 0.919 -1.994  0.114
H: 4.493 1.604 -0.019  0.086
H: 4.061 -0.287 0.073  0.057
H: 2.066 -2.212 0.232  0.052
H: 0.697 -1.944 0.994  0.045
H: 0.637 -3.079 -0.356  0.104

***

Record 8
Below is a molecular structure, C6H7NO, with properties calculated with wB97M-V/def2-TZVPD.

Calculated values
net charge	0
E_LUMO	0.9	eV
calculated total energy	-362.72557	Eh
relative energy (zero: lowest compared OMol25 entry of this formula, charge and spin)	55.2	kcal per mole

Each line ends with the Löwdin charge.
Positions of all 15 atoms, in Å:
C: -1.663 -0.180 -1.351  -0.039
C: -0.620 -0.166 -0.253  -0.265
C: 0.109 -0.363 1.939  -0.026
C: 1.110 -0.007 1.082  -0.281
C: 2.039 0.764 -0.520  -0.039
C: 0.689 0.137 -0.224  -0.121
H: -1.311 0.247 -2.299  0.074
H: -2.603 0.395 -1.085  0.090
H: -1.993 -1.200 -1.578  0.068
H: -1.790 -1.131 1.247  0.167
H: -0.044 -0.615 2.998  0.112
H: 2.735 0.207 -1.190  0.126
H: 1.949 1.844 -0.751  0.126
N: -0.993 -0.476 1.064  0.027
O: 2.387 0.546 0.921  -0.019